The following is a DFT calculation (wB97M-V/def2-TZVPD) of a 3-piece molecular cluster, C49H55BrFNO11P overall in a non-equilibrium geometry.

Properties
HOMO = -0.399 Ha
Charge = +1
Max |F| = 10.6 eV/Å

Each atom is followed by the atoms it is bonded to, with distances in Å.
Geometry (Å):
1 C 6.7632 1.1821 0.4878  C2 1.645, H33 1.189, H34 1.180, H35 1.191
2 C 5.4846 2.0034 1.1180  C1 1.645, C3 1.640, H36 1.170, H37 1.188
3 C 4.8074 2.9050 -0.0723  C2 1.640, C4 1.643, H38 1.179, H39 1.193
4 C 3.8016 2.0819 -1.0767  C3 1.643, O5 1.471, H40 1.180, H41 1.194
5 O 2.6601 1.4307 -0.4157  C4 1.471, C6 1.472
6 C 2.3650 0.1048 -0.9823  O5 1.472, N7 1.537, C24 1.673, H42 1.170
7 N 1.8615 -0.7159 0.2157  C6 1.537, C8 1.512, C12 1.392
8 C 2.5980 -0.6530 1.5352  N7 1.512, C9 1.673, H43 1.173, H44 1.194
9 C 4.0749 -1.3892 1.2621  C8 1.673, O10 1.344, F11 1.510
10 O 5.1562 -1.1966 2.0362  C9 1.344
11 F 4.1190 -2.3486 0.0969  C9 1.510
12 C 0.7261 -1.4259 -0.1660  N7 1.392, C13 1.639, C17 1.660
13 C -0.0445 -2.3512 0.9456  C12 1.639, Br14 1.999, C15 1.670, H45 1.192
14 Br -1.5002 -3.5171 0.2266  C13 1.999
15 C -0.7709 -1.3037 2.0252  C13 1.670, C16 1.662, H46 1.174, H47 1.174
16 C -1.5026 -2.1080 3.2820  C15 1.662, H48 1.185, H49 1.173, H50 1.176
17 C 0.4025 -1.1471 -1.7705  C12 1.660, C18 1.663, O19 1.471, C24 1.673
18 C -1.1977 -0.8961 -2.1452  C17 1.663, H51 1.170, H52 1.177, H53 1.172
19 O 1.2125 -1.8268 -2.7929  C17 1.471, C20 1.470
20 C 1.0585 -3.2883 -2.7562  O19 1.470, C21 1.673, H54 1.175, H55 1.170
21 C 2.5894 -3.9089 -3.0179  C20 1.673, C22 1.640, O23 1.501, H56 1.194
22 C 2.6476 -5.5465 -2.9486  C21 1.640, H57 1.194, H58 1.172, H59 1.179
23 O 2.9892 -3.3842 -4.3658  C21 1.501, H60 1.004
24 C 0.9950 0.4126 -1.8910  C6 1.673, C17 1.673, O25 1.471, P30 1.943
25 O 0.2748 1.4063 -1.0801  C24 1.471, C26 1.471
26 C -0.2287 2.5308 -1.8834  O25 1.471, C27 1.673, H61 1.180, H62 1.188
27 C -1.3744 3.2910 -0.9308  C26 1.673, C28 1.664, O29 1.501, H63 1.170
28 C -2.4941 2.2092 -0.3449  C27 1.664, H64 1.178, H65 1.185, H66 1.177
29 O -2.1412 4.1518 -1.8914  C27 1.501, H67 1.014
30 P 1.6762 0.9620 -3.6255  C24 1.943, C31 1.918, O32 1.758
31 C 0.4973 0.4171 -5.0371  P30 1.918, H68 1.193, H69 1.170, H70 1.178
32 O 3.1916 0.1474 -3.9855  P30 1.758, H71 1.003
33 H 6.4611 0.4637 -0.4104  C1 1.189
34 H 7.3439 0.5553 1.3009  C1 1.180
35 H 7.5492 1.9485 0.0270  C1 1.191
36 H 4.6543 1.3249 1.5865  C2 1.170
37 H 5.8485 2.7328 1.9820  C2 1.188
38 H 4.3169 3.8579 0.4189  C3 1.179
39 H 5.7109 3.2954 -0.7465  C3 1.193
40 H 4.3435 1.3028 -1.7786  C4 1.180
41 H 3.3369 2.8967 -1.8152  C4 1.194
42 H 3.2155 -0.5359 -1.4673  C6 1.170
43 H 2.7117 0.4220 1.9904  C8 1.173
44 H 2.0992 -1.3133 2.3961  C8 1.194
45 H 0.7462 -2.9818 1.5760  C13 1.192
46 H -1.5751 -0.6640 1.4579  C15 1.174
47 H -0.0105 -0.5599 2.5218  C15 1.174
48 H -1.1794 -1.6171 4.3113  C16 1.185
49 H -1.1067 -3.2125 3.2951  C16 1.173
50 H -2.6727 -2.0157 3.2157  C16 1.176
51 H -1.4018 0.1264 -2.6756  C18 1.170
52 H -1.5128 -1.7987 -2.8310  C18 1.177
53 H -1.8027 -0.8949 -1.1414  C18 1.172
54 H 0.4043 -3.6858 -3.6470  C20 1.175
55 H 0.6727 -3.7258 -1.7422  C20 1.170
56 H 3.2607 -3.3929 -2.1765  C21 1.194
57 H 3.8010 -5.8396 -3.0429  C22 1.194
58 H 2.2241 -5.9860 -1.9485  C22 1.172
59 H 2.1198 -5.9591 -3.9182  C22 1.179
60 H 3.9195 -3.6893 -4.5900  O23 1.004
61 H -0.8113 2.2159 -2.8596  C26 1.180
62 H 0.6663 3.2821 -2.0968  C26 1.188
63 H -0.8961 3.9617 -0.1000  C27 1.170
64 H -3.2061 2.8260 0.3616  C28 1.178
65 H -3.1880 1.7618 -1.1945  C28 1.185
66 H -2.0118 1.3434 0.2908  C28 1.177
67 H -3.1072 4.0747 -1.5926  O29 1.014
68 H 0.3912 1.3293 -5.7979  C31 1.193
69 H -0.5614 0.0635 -4.6861  C31 1.170
70 H 0.9945 -0.4558 -5.6520  C31 1.178
71 H 3.4473 0.2733 -4.9472  O32 1.003
72 C -0.2670 5.3517 4.1516  C73 1.395, C77 1.396, H88 1.088
73 C 0.7545 4.5922 3.5817  C72 1.395, C74 1.396, H89 1.088
74 C 1.9481 5.2045 3.1962  C73 1.396, C75 1.400, H90 1.089
75 C 2.1165 6.5836 3.3699  C74 1.400, C76 1.394, C86 1.476
76 C 1.0858 7.3469 3.9170  C75 1.394, C77 1.401, C78 1.477
77 C -0.1046 6.7276 4.3196  C72 1.396, C76 1.401, H91 1.089
78 C 1.2334 8.8098 4.0591  C76 1.477, O79 1.225, C80 1.477
79 O 0.3299 9.4805 4.5428  C78 1.225
80 C 2.4812 9.4533 3.6020  C78 1.477, C81 1.401, C85 1.394
81 C 2.6117 10.8462 3.6774  C80 1.401, C82 1.397, H92 1.089
82 C 3.7936 11.4617 3.2597  C81 1.397, C83 1.395, H93 1.088
83 C 4.8493 10.6896 2.7757  C82 1.395, C84 1.396, H94 1.088
84 C 4.7200 9.3023 2.6942  C83 1.396, C85 1.401, H95 1.089
85 C 3.5295 8.6842 3.0992  C80 1.394, C84 1.401, C86 1.476
86 C 3.3892 7.2198 2.9757  C75 1.476, C85 1.476, O87 1.226
87 O 4.3148 6.5409 2.5461  C86 1.226
88 H -1.1937 4.8731 4.4605  C72 1.088
89 H 0.6230 3.5219 3.4391  C73 1.088
90 H 2.7432 4.6044 2.7568  C74 1.089
91 H -0.9084 7.3150 4.7600  C77 1.089
92 H 1.7934 11.4561 4.0571  C81 1.089
93 H 3.8908 12.5439 3.3142  C82 1.088
94 H 5.7728 11.1681 2.4570  C83 1.088
95 H 5.5465 8.7065 2.3107  C84 1.089
96 C -10.4260 -6.7029 -0.4527  C97 1.395, C101 1.396, H112 1.088
97 C -10.3604 -8.0677 -0.7316  C96 1.395, C98 1.396, H113 1.088
98 C -9.1205 -8.6910 -0.8817  C97 1.396, C99 1.400, H114 1.089
99 C -7.9418 -7.9444 -0.7644  C98 1.400, C100 1.394, C110 1.476
100 C -8.0081 -6.5751 -0.5099  C99 1.394, C101 1.401, C102 1.477
101 C -9.2530 -5.9548 -0.3421  C96 1.396, C100 1.401, H115 1.089
102 C -6.7730 -5.7683 -0.4334  C100 1.477, O103 1.225, C104 1.477
103 O -6.8302 -4.5661 -0.2064  C102 1.225
104 C -5.4695 -6.4294 -0.6431  C102 1.477, C105 1.401, C109 1.394
105 C -4.2945 -5.6665 -0.6307  C104 1.401, C106 1.397, H116 1.089
106 C -3.0564 -6.2858 -0.8149  C105 1.397, C107 1.395, H117 1.088
107 C -2.9874 -7.6660 -1.0020  C106 1.395, C108 1.396, H118 1.088
108 C -4.1567 -8.4277 -1.0203  C107 1.396, C109 1.401, H119 1.089
109 C -5.4010 -7.8063 -0.8502  C104 1.394, C108 1.401, C110 1.476
110 C -6.6344 -8.6155 -0.9069  C99 1.476, C109 1.476, O111 1.226
111 O -6.5750 -9.8280 -1.0759  C110 1.226
112 H -11.3920 -6.2189 -0.3266  C96 1.088
113 H -11.2749 -8.6482 -0.8304  C97 1.088
114 H -9.0768 -9.7579 -1.0942  C98 1.089
115 H -9.3121 -4.8887 -0.1297  C101 1.089
116 H -4.3394 -4.5887 -0.4821  C105 1.089
117 H -2.1457 -5.6908 -0.8102  C106 1.088
118 H -2.0225 -8.1497 -1.1382  C107 1.088
119 H -4.0954 -9.5041 -1.1717  C108 1.089

The following is a DFT calculation (wB97M-V/def2-TZVPD) of a 10-piece molecular cluster, C49H55N10O2 overall.

Properties
HOMO = -0.044 Ha
Charge = -1
Energy relative to the best compared isomer or geometry (same formula, charge and spin) = 0.0 kJ/mol
Max |F| = 0.7 eV/Å

Each atom is followed by the atoms it is bonded to, with distances in Å.
Geometry (Å):
1 C -0.6750 -1.8427 -0.8229  C2 1.529, H8 1.096, H9 1.092, H10 1.094
2 C -1.2231 -0.9010 -1.8956  C1 1.529, O3 1.410, H11 1.099, H12 1.078
3 O -2.1896 -1.5567 -2.6864  C2 1.410, C4 1.435
4 C -3.5689 -1.2625 -2.4201  O3 1.435, C5 1.526, H13 1.095, H14 1.097
5 C -4.2606 -2.3069 -1.5490  C4 1.526, O6 1.387, H15 1.099, H16 1.102
6 O -5.5098 -1.8283 -1.1833  C5 1.387, N7 1.520
7 N -5.2865 -1.1055 0.1345  O6 1.520, H17 1.024
8 H -0.0673 -2.6269 -1.2876  C1 1.096
9 H -1.5220 -2.3124 -0.3176  C1 1.092
10 H -0.0549 -1.3219 -0.0879  C1 1.094
11 H -0.4188 -0.6034 -2.5825  C2 1.099
12 H -1.6237 -0.0090 -1.4411  C2 1.078
13 H -3.6792 -0.2966 -1.9174  C4 1.095
14 H -4.0744 -1.2149 -3.3923  C4 1.097
15 H -3.6647 -2.4865 -0.6433  C5 1.099
16 H -4.3711 -3.2525 -2.1044  C5 1.102
17 H -6.1623 -0.5743 0.1515  N7 1.024
18 N 1.7128 -1.3220 -5.2835  C19 1.331, C23 1.325
19 C 1.7632 -0.6287 -6.4186  N18 1.331, C20 1.390, H24 1.086
20 C 0.6239 -0.2274 -7.1066  C19 1.390, C21 1.395, H25 1.082
21 C -0.6238 -0.5444 -6.5689  C20 1.395, C22 1.387, H26 1.083
22 C -0.6740 -1.2686 -5.3873  C21 1.387, C23 1.375, H27 1.082
23 C 0.5174 -1.6374 -4.8077  N18 1.325, C22 1.375, H28 1.085
24 H 2.7531 -0.3695 -6.7812  C19 1.086
25 H 0.7140 0.3445 -8.0207  C20 1.082
26 H -1.5354 -0.2172 -7.0528  C21 1.083
27 H -1.5972 -1.5299 -4.8878  C22 1.082
28 H 0.5095 -2.1900 -3.8745  C23 1.085
29 N -1.0971 1.4929 2.4549  C30 1.332, C34 1.331
30 C -0.1375 2.4169 2.4350  N29 1.332, C31 1.388, H35 1.083
31 C 1.0769 2.2865 3.0935  C30 1.388, C32 1.385, H36 1.082
32 C 1.3074 1.1314 3.8223  C31 1.385, C33 1.384, H37 1.083
33 C 0.3180 0.1637 3.8565  C32 1.384, C34 1.389, H38 1.082
34 C -0.8615 0.3872 3.1578  N29 1.331, C33 1.389, H39 1.085
35 H -0.3489 3.3065 1.8545  C30 1.083
36 H 1.8188 3.0711 3.0291  C31 1.082
37 H 2.2406 0.9859 4.3527  C32 1.083
38 H 0.4434 -0.7546 4.4152  C33 1.082
39 H -1.6461 -0.3621 3.1551  C34 1.085
40 N 0.2463 -2.3412 6.5954  C41 1.331, C45 1.331
41 C -0.5557 -2.1180 7.6338  N40 1.331, C42 1.387, H46 1.085
42 C -1.5772 -2.9776 8.0089  C41 1.387, C43 1.386, H47 1.082
43 C -1.7892 -4.1211 7.2541  C42 1.386, C44 1.385, H48 1.083
44 C -0.9687 -4.3629 6.1643  C43 1.385, C45 1.387, H49 1.082
45 C 0.0359 -3.4481 5.8860  N40 1.331, C44 1.387, H50 1.085
46 H -0.3766 -1.2009 8.1847  C41 1.085
47 H -2.2014 -2.7424 8.8605  C42 1.082
48 H -2.5907 -4.8057 7.5016  C43 1.083
49 H -1.1081 -5.2264 5.5277  C44 1.082
50 H 0.6914 -3.5996 5.0349  C45 1.085
51 N -1.6467 -6.5889 3.5112  C52 1.331, C56 1.333
52 C -1.1370 -7.7512 3.9116  N51 1.331, C53 1.387, H57 1.086
53 C -1.1112 -8.8898 3.1205  C52 1.387, C54 1.386, H58 1.082
54 C -1.6439 -8.8158 1.8430  C53 1.386, C55 1.385, H59 1.083
55 C -2.1726 -7.6114 1.4089  C54 1.385, C56 1.388, H60 1.080
56 C -2.1516 -6.5304 2.2786  N51 1.333, C55 1.388, H61 1.084
57 H -0.7303 -7.7729 4.9184  C52 1.086
58 H -0.6853 -9.8090 3.5006  C53 1.082
59 H -1.6508 -9.6825 1.1943  C54 1.083
60 H -2.6069 -7.5158 0.4245  C55 1.080
61 H -2.5584 -5.5717 1.9763  C56 1.084
62 N 2.3849 3.3841 -3.4675  C63 1.340, C67 1.333
63 C 2.4145 2.1510 -3.9918  N62 1.340, C64 1.396, H68 1.086
64 C 2.9967 1.0460 -3.3684  C63 1.396, C65 1.385, H69 1.095
65 C 3.5820 1.2391 -2.1276  C64 1.385, C66 1.387, H70 1.083
66 C 3.5495 2.5051 -1.5611  C65 1.387, C67 1.390, H71 1.082
67 C 2.9449 3.5377 -2.2674  N62 1.333, C66 1.390, H72 1.085
68 H 1.9396 2.0383 -4.9621  C63 1.086
69 H 2.9528 0.0671 -3.8568  C64 1.095
70 H 4.0365 0.4093 -1.6005  C65 1.083
71 H 3.9773 2.6951 -0.5858  C66 1.082
72 H 2.8774 4.5398 -1.8575  C67 1.085
73 N -4.8680 -9.1282 0.2113  C74 1.330, C78 1.331
74 C -5.6465 -8.9058 1.2667  N73 1.330, C75 1.388, H79 1.085
75 C -6.7108 -9.7242 1.6169  C74 1.388, C76 1.385, H80 1.081
76 C -6.9811 -10.8302 0.8278  C75 1.385, C77 1.386, H81 1.083
77 C -6.1781 -11.0718 -0.2759  C76 1.386, C78 1.387, H82 1.082
78 C -5.1375 -10.1934 -0.5392  N73 1.331, C77 1.387, H83 1.085
79 H -5.4054 -8.0286 1.8575  C74 1.085
80 H -7.3113 -9.4933 2.4860  C75 1.081
81 H -7.8046 -11.4911 1.0668  C76 1.083
82 H -6.3527 -11.9210 -0.9227  C77 1.082
83 H -4.4886 -10.3495 -1.3945  C78 1.085
84 N -1.5817 7.0123 -3.0637  C85 1.333, C89 1.333
85 C -2.7365 6.5040 -2.6333  N84 1.333, C86 1.386, H90 1.085
86 C -2.9585 5.1484 -2.4497  C85 1.386, C87 1.386, H91 1.083
87 C -1.9232 4.2696 -2.7262  C86 1.386, C88 1.383, H92 1.068
88 C -0.7174 4.7713 -3.1814  C87 1.383, C89 1.389, H93 1.091
89 C -0.6037 6.1470 -3.3326  N84 1.333, C88 1.389, H94 1.086
90 H -3.5232 7.2217 -2.4252  C85 1.085
91 H -3.9171 4.7892 -2.0958  C86 1.083
92 H -2.0586 3.2183 -2.5927  C87 1.068
93 H 0.1433 4.1416 -3.4140  C88 1.091
94 H 0.3296 6.5790 -3.6810  C89 1.086
95 N 2.1037 6.4648 -0.2215  C96 1.332, C100 1.331
96 C 1.2108 7.3944 -0.5585  N95 1.332, C97 1.387, H101 1.085
97 C 1.4998 8.7509 -0.5935  C96 1.387, C98 1.386, H102 1.081
98 C 2.7786 9.1640 -0.2547  C97 1.386, C99 1.387, H103 1.083
99 C 3.7181 8.2078 0.0994  C98 1.387, C100 1.387, H104 1.081
100 C 3.3299 6.8766 0.0937  N95 1.331, C99 1.387, H105 1.086
101 H 0.2221 7.0342 -0.8221  C96 1.085
102 H 0.7362 9.4596 -0.8841  C97 1.081
103 H 3.0412 10.2146 -0.2713  C98 1.083
104 H 4.7336 8.4719 0.3572  C99 1.081
105 H 4.0435 6.0991 0.3490  C100 1.086
106 N 7.1333 7.5663 0.0913  C107 1.331, C111 1.331
107 C 8.1527 8.0178 -0.6351  N106 1.331, C108 1.387, H112 1.084
108 C 9.4533 8.1016 -0.1602  C107 1.387, C109 1.386, H113 1.081
109 C 9.7094 7.6952 1.1395  C108 1.386, C110 1.386, H114 1.082
110 C 8.6572 7.2228 1.9071  C109 1.386, C111 1.387, H115 1.081
111 C 7.3931 7.1785 1.3378  N106 1.331, C110 1.387, H116 1.085
112 H 7.9143 8.3250 -1.6475  C107 1.084
113 H 10.2431 8.4752 -0.7977  C108 1.081
114 H 10.7112 7.7448 1.5465  C109 1.082
115 H 8.8080 6.8939 2.9262  C110 1.081
116 H 6.5454 6.8135 1.9087  C111 1.085